Density functional theory data (ωB97M-V/def2-TZVPD) for a structure of composition C12H33ClI2IrO3P3.

Summary:
Charge: +3
Spin multiplicity: 6
Energy relative to the best compared isomer or geometry (same formula, charge and spin) in kcal per mole: 0.0
Maximum force in Eh/bohr: 0.103
Total energy in Ha: -2885.64403
HOMO energy (alpha / beta) in eV: -17.021 / -18.617
Lowest unoccupied orbital energy (alpha / beta) in eV: -9.447 / -13.302

Each line ends with the Löwdin charge.
Geometry (Å):
I -4.69 -1.96 -2.85  0.495
I -3.78 -3.99 -4.03  0.581
Ir -0.14 -0.64 -1.08  0.656
P -0.75 -2.51 0.17  0.681
C -0.09 -2.80 1.85  -0.222
C -2.56 -2.70 0.43  -0.222
H -2.77 -3.67 0.88  0.084
H 0.01 -4.84 0.20  0.081
H -3.05 -2.61 -0.55  -0.048
H -0.93 -4.48 -1.31  0.044
H -0.19 -1.94 2.50  0.015
H -2.89 -1.90 1.10  0.054
C -0.17 -4.10 -0.61  -0.237
H -0.60 -3.67 2.30  0.092
H 0.77 -3.89 -1.14  0.048
H 0.97 -3.06 1.73  0.052
P -0.89 1.26 -2.08  0.652
C 0.03 2.79 -1.73  -0.221
C -0.74 1.21 -3.89  -0.249
H -3.20 0.63 -1.91  -0.010
H -3.01 2.42 -2.02  0.088
H -2.65 1.57 -0.47  0.053
C -2.62 1.50 -1.57  -0.199
H -1.60 0.67 -4.32  0.050
H -0.68 2.24 -4.29  0.082
H -0.27 3.58 -2.43  0.081
H 1.10 2.59 -1.86  0.064
H 0.19 0.66 -4.13  0.050
H -0.14 3.13 -0.70  0.061
Cl -0.80 -1.88 -2.95  -0.053
C -1.09 0.32 3.41  -0.057
C -1.07 1.50 2.48  -0.177
O -0.01 1.44 1.45  -0.271
P 0.82 0.58 0.46  0.479
O 1.95 1.70 0.03  -0.346
C 2.55 2.96 0.63  -0.155
C 2.15 3.33 2.04  -0.053
O 1.71 -0.48 1.28  -0.295
C 2.99 -1.02 0.73  -0.196
C 3.34 -0.63 -0.67  -0.084
H -1.51 -0.58 2.92  0.058
H -1.73 0.56 4.27  0.113
H -0.10 0.10 3.83  0.102
H -2.04 1.60 1.98  0.116
H -0.87 2.40 3.03  0.122
H 3.62 2.79 0.59  0.130
H 2.29 3.76 -0.07  0.117
H 1.06 3.31 2.20  0.063
H 2.62 2.68 2.78  0.095
H 2.48 4.37 2.24  0.111
H 3.72 -0.62 1.45  0.142
H 2.93 -2.13 0.82  0.131
H 3.48 0.46 -0.74  0.080
H 4.28 -1.10 -0.98  0.113
H 2.59 -0.92 -1.42  0.058

Density functional theory data (ωB97M-V/def2-TZVPD) for a structure of composition C13H37HgO9S6.

Summary:
Charge: +1
Spin multiplicity: 1
Energy relative to the best compared isomer or geometry (same formula, charge and spin) in kcal per mole: 10.1
Maximum force in Eh/bohr: 0.031
Total energy in Ha: -3736.85054
HOMO energy in eV: -10.742
Lowest unoccupied orbital energy in eV: -1.845

Each line ends with the Löwdin charge.
Geometry (Å):
Hg -0.61 0.42 -0.54  1.189
O -2.44 1.56 -3.98  0.101
C -2.12 1.27 -2.69  -0.797
O -2.15 0.03 -2.38  -0.117
O -1.72 2.14 -1.90  -0.034
H -2.60 0.66 -4.26  0.098
C -4.70 0.59 2.04  -0.218
S -4.06 -0.13 0.49  0.879
O -2.59 -0.27 0.65  -0.612
C -4.71 -1.77 0.76  -0.262
H -4.66 1.67 1.99  0.051
H -4.08 0.08 2.78  0.058
H -5.74 0.26 2.06  0.050
H -4.34 -2.42 -0.03  0.053
H -5.79 -1.74 0.83  0.057
H -4.37 -2.22 1.70  0.055
C -0.86 -4.45 -0.34  -0.224
S -0.01 -3.30 0.76  0.835
O -0.40 -1.94 0.26  -0.624
C -1.04 -3.48 2.20  -0.237
H -0.56 -5.44 -0.02  0.062
H -0.50 -4.27 -1.35  0.028
H -1.93 -4.26 -0.26  0.061
H -2.05 -3.14 2.00  0.047
H -0.63 -2.84 2.97  0.052
H -1.04 -4.50 2.59  0.066
C 2.79 0.89 2.98  -0.225
S 1.74 -0.37 2.23  0.840
O 1.20 0.21 0.99  -0.596
C 3.07 -1.49 1.80  -0.256
H 3.70 0.91 2.40  0.051
H 3.01 0.64 4.02  0.063
H 2.29 1.86 3.01  0.041
H 2.58 -2.37 1.37  0.016
H 3.69 -1.80 2.64  0.068
H 3.68 -1.17 0.95  0.065
C 0.11 4.27 1.47  -0.254
S -1.22 3.21 2.06  0.881
O -0.97 1.89 1.40  -0.620
C -0.70 2.92 3.77  -0.228
H 1.07 3.85 1.79  0.043
H 0.04 5.22 2.00  0.063
H -0.02 4.35 0.40  0.046
H -1.51 3.15 4.46  0.047
H 0.15 3.54 4.07  0.052
H -0.42 1.87 3.78  0.045
C 0.13 -2.48 -3.86  -0.218
S 1.14 -1.89 -2.50  0.845
O 0.76 -0.49 -2.18  -0.578
C 2.73 -1.89 -3.31  -0.251
H -0.25 -1.64 -4.45  0.070
H -0.73 -3.00 -3.46  0.047
H 0.77 -3.11 -4.48  0.056
H 2.79 -1.29 -4.22  0.073
H 2.98 -2.94 -3.45  0.060
H 3.47 -1.47 -2.63  0.046
C 3.51 1.68 -1.38  -0.236
S 2.27 2.95 -1.05  0.849
O 1.01 2.20 -0.97  -0.595
C 2.39 3.68 -2.71  -0.230
H 3.82 1.32 -0.40  0.033
H 4.38 2.14 -1.83  0.058
H 3.08 0.85 -1.93  0.036
H 2.17 2.84 -3.37  0.062
H 3.41 4.00 -2.92  0.055
H 1.64 4.46 -2.86  0.059

Density functional theory data (ωB97M-V/def2-TZVPD) for an isolated molecule of C19H24N2O2S.

Summary:
Spin multiplicity: 1
Energy relative to the best compared isomer or geometry (same formula, charge and spin) in kcal per mole: 26.8
Maximum force in Eh/bohr: 0.018
SMILES string: CCOc1ccc(CNC(=S)NCc2ccc(OCC)cc2)cc1
Total energy in Ha: -1396.59115
HOMO energy in eV: -7.841
Lowest unoccupied orbital energy in eV: 0.678

Each line ends with the Löwdin charge.
Geometry (Å):
C -5.85 -1.28 -2.20  -0.063
C -6.15 -1.70 -0.77  -0.247
O -4.99 -2.04 -0.04  -0.050
C -4.18 -1.07 0.44  -0.267
C -4.42 0.30 0.37  -0.008
C -3.52 1.19 0.93  -0.024
C -2.36 0.75 1.56  -0.256
C -2.12 -0.62 1.62  -0.053
C -3.02 -1.51 1.08  0.004
H -2.84 -2.58 1.13  0.119
H -1.23 -0.99 2.11  0.116
C -1.38 1.75 2.14  -0.143
N -1.06 2.81 1.21  -0.023
C -0.41 2.67 0.03  -0.884
N -0.24 1.43 -0.45  0.033
H -0.54 0.65 0.11  0.116
C 0.56 1.12 -1.61  -0.170
C 1.85 0.47 -1.19  -0.223
C 2.94 1.26 -0.81  -0.025
C 4.11 0.68 -0.36  -0.011
C 4.22 -0.70 -0.28  -0.271
C 3.13 -1.49 -0.65  -0.004
C 1.97 -0.91 -1.09  -0.042
H 1.13 -1.53 -1.38  0.111
H 3.23 -2.56 -0.58  0.116
O 5.32 -1.38 0.15  -0.053
C 6.47 -0.65 0.52  -0.267
C 7.54 -1.65 0.93  -0.066
H 7.19 -2.25 1.77  0.077
H 7.77 -2.31 0.10  0.077
H 8.45 -1.13 1.23  0.075
H 6.83 -0.04 -0.32  0.126
H 6.24 0.02 1.36  0.125
H 4.93 1.32 -0.09  0.103
H 2.86 2.33 -0.87  0.106
H -0.01 0.45 -2.26  0.125
H 0.75 2.06 -2.14  0.066
S 0.07 4.04 -0.77  0.600
H -1.16 3.77 1.52  0.108
H -1.82 2.21 3.03  0.131
H -0.47 1.22 2.45  0.126
H -3.71 2.25 0.86  0.121
H -5.30 0.69 -0.11  0.106
H -6.75 -2.62 -0.77  0.123
H -6.72 -0.93 -0.24  0.116
H -6.78 -1.08 -2.73  0.077
H -5.23 -0.39 -2.22  0.068
H -5.32 -2.08 -2.71  0.079

Density functional theory data (ωB97M-V/def2-TZVPD) for a structure of composition C56H53IN4O5P3S3Sc.

Summary:
Spin multiplicity: 1
Energy relative to the best compared isomer or geometry (same formula, charge and spin) in kcal per mole: 59.9
Maximum force in Eh/bohr: 0.011
Total energy in Ha: -6038.14038
HOMO energy in eV: -6.881
Lowest unoccupied orbital energy in eV: -1.148

Each line ends with the Löwdin charge.
Geometry (Å):
Sc 0.53 -0.11 -0.80  0.361
O -1.88 3.97 1.57  -0.468
S -1.71 2.50 1.73  0.915
C -3.26 1.85 2.36  -0.390
C -4.23 2.75 2.76  -0.075
C -5.40 2.27 3.33  -0.050
C -5.57 0.90 3.50  -0.052
C -4.61 0.01 3.05  -0.060
C -3.44 0.48 2.45  -0.357
P -2.23 -0.65 1.63  1.104
C -3.44 -1.79 0.86  -0.395
C -4.19 -1.23 -0.17  -0.112
C -5.16 -1.98 -0.83  -0.052
C -5.37 -3.31 -0.46  -0.071
C -4.63 -3.86 0.57  -0.074
C -3.67 -3.10 1.24  -0.095
C -1.54 -1.63 3.00  -0.359
C -1.39 -1.08 4.28  -0.080
C -0.71 -1.77 5.27  -0.068
C -0.17 -3.03 5.01  -0.091
C -0.30 -3.57 3.74  -0.082
C -0.97 -2.88 2.74  -0.130
C -0.76 2.31 3.25  -0.368
C -1.33 2.76 4.44  -0.060
C -0.58 2.84 5.59  -0.051
C 0.76 2.49 5.55  -0.049
C 1.33 2.05 4.37  -0.062
C 0.58 1.94 3.19  -0.333
P 1.49 1.37 1.67  1.089
C 2.33 2.94 1.24  -0.390
C 1.64 4.14 1.43  -0.078
C 2.21 5.34 1.01  -0.060
C 3.46 5.35 0.42  -0.072
C 4.14 4.16 0.22  -0.082
C 3.57 2.96 0.61  -0.195
C 2.72 0.28 2.48  -0.364
C 4.06 0.59 2.69  -0.082
C 4.89 -0.27 3.40  -0.069
C 4.37 -1.43 3.95  -0.072
C 3.03 -1.73 3.78  -0.084
C 2.21 -0.89 3.05  -0.119
H -4.06 3.81 2.61  0.114
H -6.17 2.96 3.64  0.113
H -6.48 0.53 3.95  0.111
H -4.78 -1.05 3.13  0.117
H -4.03 -0.20 -0.46  0.096
H -5.74 -1.53 -1.62  0.118
H -6.11 -3.90 -0.97  0.107
H -4.80 -4.89 0.87  0.104
H -3.12 -3.55 2.07  0.092
H -1.81 -0.11 4.51  0.096
H -0.61 -1.33 6.26  0.109
H 0.35 -3.57 5.79  0.107
H 0.11 -4.55 3.52  0.103
H -1.04 -3.31 1.75  0.090
H -2.37 3.06 4.45  0.112
H -1.04 3.18 6.51  0.113
H 1.37 2.56 6.44  0.112
H 2.37 1.78 4.37  0.106
H 0.67 4.16 1.89  0.085
H 1.66 6.26 1.16  0.111
H 3.90 6.29 0.10  0.107
H 5.10 4.16 -0.27  0.110
H 4.08 2.04 0.38  0.080
H 4.47 1.52 2.32  0.089
H 5.93 -0.01 3.55  0.108
H 5.01 -2.10 4.52  0.106
H 2.61 -2.62 4.24  0.099
H 1.16 -1.13 2.94  0.087
O 1.19 -1.55 0.43  -0.339
N 1.00 -2.86 0.30  -0.181
C 1.76 -3.66 1.08  -0.031
C 1.61 -5.02 1.03  -0.045
C 0.64 -5.55 0.17  -0.038
C -0.12 -4.71 -0.61  -0.070
C 0.06 -3.32 -0.57  -0.668
S -0.81 -2.21 -1.53  0.742
H 2.46 -3.13 1.70  0.125
H 2.23 -5.65 1.65  0.118
H 0.49 -6.62 0.11  0.119
H -0.87 -5.09 -1.29  0.122
O -8.48 2.93 -5.42  -0.357
S -7.16 2.47 -5.79  0.386
O -6.85 1.11 -5.41  -0.377
O -6.71 2.86 -7.11  -0.356
C -6.07 3.47 -4.72  -0.329
N -6.31 4.78 -4.61  0.133
C -5.50 5.47 -3.83  -0.114
C -4.44 4.89 -3.13  0.004
C -4.27 3.54 -3.32  -0.226
N -5.07 2.83 -4.12  0.153
C -3.22 2.72 -2.66  -0.098
C -3.23 1.34 -2.85  0.029
C -2.28 0.57 -2.23  -0.159
N -1.32 1.07 -1.42  -0.083
C -1.30 2.40 -1.27  -0.250
C -2.21 3.25 -1.86  0.022
H -5.70 6.53 -3.74  0.109
H -3.81 5.48 -2.47  0.100
H -3.99 0.90 -3.48  0.129
H -2.31 -0.50 -2.34  0.034
H -0.51 2.81 -0.65  0.048
H -2.14 4.31 -1.66  0.119
I 1.98 1.82 -2.26  0.443
C 1.78 -4.13 -3.45  -0.146
C 2.75 -3.44 -2.49  -0.379
P 2.58 -1.60 -2.38  0.864
C 4.13 -1.21 -1.46  -0.421
C 5.45 -1.40 -2.20  -0.139
C 2.91 -1.11 -4.12  -0.442
C 1.62 -0.95 -4.93  -0.158
H 1.82 -5.21 -3.32  0.075
H 2.04 -3.91 -4.49  0.068
H 0.75 -3.80 -3.30  0.034
H 3.78 -3.65 -2.80  0.075
H 2.65 -3.85 -1.48  0.056
H 4.10 -1.83 -0.56  0.075
H 4.04 -0.17 -1.12  0.018
H 5.59 -2.43 -2.54  0.063
H 6.29 -1.15 -1.56  0.072
H 5.51 -0.76 -3.08  0.067
H 3.57 -1.85 -4.57  0.085
H 3.45 -0.16 -4.10  0.037
H 1.06 -1.88 -5.00  0.058
H 1.85 -0.62 -5.95  0.078
H 0.97 -0.20 -4.48  0.029